# 1
This record from OMol25 describes a molecular structure, C22H40IrN5O5SSi4Te at a distorted geometry. The level of theory is wB97M-V/def2-TZVPD.

The geometry in XYZ format:
```
79
Properties=species:S:1:pos:R:3:lowdin_charge:R:1
Ir 0.055 0.240 0.356 0.98
N 1.866 -1.532 0.304 -0.02
C 1.190 -2.817 0.498 -0.16
C -0.222 -2.826 -0.222 -0.69
O -0.696 -3.908 -0.496 0.05
O -0.709 -1.689 -0.442 -0.15
H 2.136 -1.456 -0.674 0.09
H 2.705 -1.470 0.875 0.10
H 1.000 -2.961 1.563 0.12
H 1.768 -3.669 0.119 0.12
N -1.709 7.825 0.692 0.11
C -2.074 6.512 0.457 -0.33
C -2.328 6.066 -0.844 -0.05
C -2.614 4.734 -1.085 -0.06
C -2.666 3.850 -0.024 -0.29
C -2.413 4.269 1.268 -0.06
C -2.114 5.594 1.510 -0.04
S -2.939 2.107 -0.288 0.62
O -3.825 1.882 -1.389 -0.26
O -3.249 1.516 0.982 -0.31
N -1.405 1.615 -0.615 -0.22
C -0.943 1.519 -1.847 -0.57
N -1.477 2.211 -2.857 0.15
C -1.043 1.934 -4.064 -0.10
C -0.048 0.993 -4.314 -0.04
C 0.572 0.471 -3.193 -0.12
N 0.172 0.756 -1.970 -0.01
H -1.980 8.487 -0.018 0.09
H -1.832 8.156 1.638 0.09
H -2.317 6.777 -1.658 0.11
H -2.816 4.360 -2.076 0.11
H -2.493 3.550 2.067 0.11
H -1.934 5.938 2.517 0.11
H -1.484 2.520 -4.861 0.12
H 0.251 0.726 -5.312 0.10
H 1.449 -0.159 -3.268 0.12
O -0.835 0.903 3.110 0.11
C -0.306 0.277 2.301 -0.24
C 1.224 5.918 2.320 -0.22
Si 3.041 5.441 1.982 0.38
C 3.675 4.373 3.437 -0.22
C 4.113 7.024 1.916 -0.21
Si 3.285 4.119 -0.020 0.12
Te 1.381 2.431 0.432 0.54
Si 5.483 3.153 -0.245 0.40
C 6.786 4.551 -0.126 -0.21
C 5.729 2.259 -1.926 -0.22
C 5.805 1.840 1.114 -0.22
Si 2.597 5.290 -2.013 0.40
C 2.606 4.124 -3.533 -0.20
C 3.847 6.708 -2.324 -0.21
C 0.836 5.997 -1.802 -0.21
H 1.094 6.402 3.284 0.03
H 0.605 5.025 2.310 -0.01
H 0.823 6.586 1.565 0.00
H 3.432 4.808 4.402 0.02
H 4.753 4.259 3.392 0.01
H 3.238 3.380 3.403 0.01
H 4.062 7.568 2.855 0.03
H 3.801 7.697 1.126 0.01
H 5.151 6.772 1.739 0.01
H 6.601 5.318 -0.870 0.01
H 7.794 4.175 -0.279 0.03
H 6.756 5.038 0.843 0.01
H 5.747 2.961 -2.753 0.01
H 4.920 1.563 -2.118 0.01
H 6.659 1.697 -1.951 0.03
H 5.822 2.282 2.104 0.01
H 6.748 1.320 0.967 0.02
H 5.014 1.097 1.115 0.01
H 3.592 3.711 -3.718 0.01
H 2.292 4.634 -4.439 0.03
H 1.925 3.292 -3.383 0.00
H 4.839 6.316 -2.516 0.01
H 3.920 7.362 -1.463 0.01
H 3.563 7.315 -3.177 0.03
H 0.130 5.199 -1.595 0.00
H 0.488 6.508 -2.696 0.03
H 0.771 6.700 -0.978 0.02
```

As for the multiplicity: 1. As for the energy above the lowest of the compared OMol25 structures with the same formula, charge and spin: 117.7 kcal/mol. The LUMO energy comes out at -1.9 eV. The gap between HOMO and LUMO is 5.46 eV. The energy comes out at -93630.671 eV.


# 2
This record from OMol25 describes a molecular structure, C19H25N4O9PbS2. The level of theory is wB97M-V/def2-TZVPD.

The geometry in XYZ format:
```
60
Properties=species:S:1:pos:R:3:lowdin_charge:R:1
Pb -2.079 0.165 1.251 1.47
O 2.048 2.066 5.854 0.10
C 0.815 2.391 6.187 -0.52
O 0.556 3.039 7.179 0.06
C -0.264 1.970 5.254 -0.06
C -1.600 2.263 5.457 0.00
N -2.278 1.736 4.429 0.03
N -1.469 1.111 3.575 -0.03
C -0.241 1.237 4.045 -0.13
C 0.882 0.568 3.279 -0.58
O 2.044 0.760 3.706 0.01
O 0.541 -0.128 2.299 -0.11
H 2.074 1.527 4.984 0.04
H -2.074 2.797 6.262 0.13
H -3.273 1.671 4.243 0.13
O -6.310 -0.380 2.158 -0.39
S -4.919 -0.334 1.787 -0.01
O -4.232 -1.643 1.741 -0.50
O -4.096 0.549 2.691 -0.60
S -4.615 0.501 -0.062 0.16
N -0.400 -2.638 -1.944 0.01
C 0.404 -3.188 -0.818 -0.12
C -0.155 -2.607 0.472 -0.21
N -1.604 -2.678 0.573 -0.08
C -2.445 -2.583 -0.614 -0.23
C -1.796 -3.164 -1.860 -0.11
H 0.023 -2.868 -2.838 0.16
H -0.447 -1.523 -1.822 0.10
H 1.441 -2.882 -0.952 0.13
H 0.334 -4.277 -0.860 0.12
H 0.188 -1.574 0.545 0.06
H 0.286 -3.119 1.326 0.13
H -1.958 -3.320 1.261 0.12
H -2.707 -1.547 -0.835 0.03
H -3.391 -3.079 -0.408 0.13
H -2.338 -2.848 -2.750 0.13
H -1.734 -4.255 -1.838 0.12
C 4.538 1.401 -4.638 -0.06
C 3.325 1.278 -3.755 -0.28
C 2.048 1.215 -4.296 -0.02
C 0.922 1.082 -3.489 -0.21
C -0.448 1.040 -4.117 -0.03
C 1.087 1.031 -2.103 -0.06
C 2.359 1.123 -1.528 -0.19
C 2.548 1.127 -0.036 -0.02
C 3.459 1.228 -2.372 -0.01
C -0.123 0.865 -1.215 -0.61
O -0.413 1.722 -0.381 -0.02
O -0.806 -0.211 -1.388 -0.12
H 4.254 1.550 -5.679 0.07
H 5.158 0.504 -4.583 0.08
H 5.161 2.244 -4.334 0.08
H 1.921 1.276 -5.372 0.11
H -0.385 1.231 -5.188 0.07
H -1.106 1.790 -3.673 0.09
H -0.935 0.077 -3.961 0.07
H 2.166 2.054 0.393 0.10
H 3.603 1.036 0.221 0.08
H 2.000 0.329 0.467 0.06
H 4.450 1.291 -1.932 0.12
```

Its charge is -1. As for the multiplicity: 1. As for the energy above the lowest of the compared OMol25 structures with the same formula, charge and spin: 21.6 kcal/mol. The LUMO energy comes out at 1.6 eV. The gap between HOMO and LUMO is 6.75 eV. The energy comes out at -71420.568 eV.


# 3
This record from OMol25 describes a molecular structure, C39H35N6O6RbS. The level of theory is wB97M-V/def2-TZVPD.

The geometry in XYZ format:
```
88
Properties=species:S:1:pos:R:3:lowdin_charge:R:1
Rb 0.524 1.489 0.145 0.86
N 1.113 10.336 2.193 0.06
C 1.084 8.923 2.156 -0.34
C 1.904 8.224 1.276 -0.04
C 1.890 6.838 1.256 -0.06
C 1.064 6.140 2.119 -0.29
C 0.264 6.828 3.017 -0.06
C 0.272 8.212 3.037 -0.05
S 0.991 4.361 2.062 0.52
O 2.131 3.954 1.256 -0.37
O 0.991 3.938 3.444 -0.33
N -0.337 3.864 1.393 -0.19
C -0.987 4.397 0.344 -0.49
N -0.981 5.730 0.093 0.13
C -1.738 6.158 -0.902 -0.17
C -2.523 5.328 -1.684 -0.09
C -2.422 3.973 -1.388 -0.15
N -1.671 3.501 -0.416 0.08
H 1.372 10.737 1.304 0.07
H 0.235 10.729 2.500 0.07
H 2.549 8.770 0.596 0.10
H 2.506 6.282 0.562 0.11
H -0.370 6.269 3.693 0.12
H -0.358 8.751 3.737 0.10
H -1.715 7.231 -1.085 0.10
H -3.139 5.702 -2.490 0.08
H -2.959 3.230 -1.972 0.11
C -1.161 -3.147 -4.901 -0.12
C -0.646 -1.888 -4.621 -0.08
C -0.868 -1.298 -3.385 -0.01
C -1.627 -1.967 -2.432 -0.25
C -2.154 -3.225 -2.710 -0.05
C -1.916 -3.814 -3.942 -0.11
N -1.766 -1.330 -1.157 0.07
N -2.815 -1.619 -0.571 0.05
C -3.000 -1.038 0.736 -0.36
C -3.990 -1.722 1.454 -0.11
C -4.304 -1.317 2.740 -0.15
C -3.661 -0.187 3.243 -0.14
C -2.725 0.493 2.470 -0.18
C -2.307 0.104 1.178 -0.11
H -0.962 -3.615 -5.858 0.09
H -0.035 -1.371 -5.352 0.10
H -0.424 -0.339 -3.135 0.11
H -2.745 -3.717 -1.949 0.08
H -2.311 -4.801 -4.154 0.09
H -4.495 -2.564 0.987 0.08
H -5.049 -1.846 3.326 0.07
H -3.902 0.168 4.243 0.08
H -2.276 1.382 2.914 0.07
O 1.376 -1.341 -0.788 -0.01
C 2.193 -1.928 -1.703 -0.25
C 2.271 -3.322 -1.746 -0.03
C 3.099 -3.961 -2.652 -0.12
C 3.867 -3.209 -3.529 -0.12
C 3.758 -1.826 -3.498 -0.04
C 2.917 -1.152 -2.617 -0.05
C 2.777 0.382 -2.795 -0.67
O 3.619 0.907 -3.543 -0.05
O 1.807 0.918 -2.208 -0.18
H 0.851 -2.023 -0.350 0.08
H 1.643 -3.898 -1.075 0.10
H 3.133 -5.046 -2.673 0.09
H 4.526 -3.692 -4.241 0.08
H 4.315 -1.197 -4.181 0.10
C -1.926 -5.989 0.261 -0.04
C -0.747 -5.252 0.833 -0.25
C 0.539 -5.774 0.739 -0.03
C 1.638 -5.083 1.221 -0.24
C 3.005 -5.697 1.025 -0.06
C 1.449 -3.822 1.822 -0.12
C 2.649 -3.091 2.288 -0.20
O 2.684 -1.975 2.747 0.06
C 0.150 -3.289 1.953 -0.17
C -0.162 -1.957 2.570 -0.01
C -0.922 -4.023 1.449 0.01
H -1.663 -7.013 -0.003 0.07
H -2.284 -5.487 -0.640 0.06
H -2.754 -6.011 0.971 0.08
H 0.689 -6.735 0.256 0.11
H 2.903 -6.661 0.526 0.07
H 3.524 -5.865 1.970 0.08
H 3.640 -5.066 0.401 0.08
H 3.592 -3.662 2.208 0.11
H 0.510 -1.694 3.381 0.08
H -1.197 -1.938 2.909 0.08
H -0.100 -1.171 1.809 0.07
H -1.916 -3.596 1.534 0.11
```

Its charge is -2. As for the multiplicity: 1. As for the energy above the lowest of the compared OMol25 structures with the same formula, charge and spin: 16.1 kcal/mol. The LUMO energy comes out at 3.9 eV. The gap between HOMO and LUMO is 5.52 eV. The energy comes out at -73728.103 eV.


# 4
This record from OMol25 describes 2 unconnected molecules or ions with the total composition C3H13N2. The level of theory is wB97M-V/def2-TZVPD.

The geometry in XYZ format:
```
18
Properties=species:S:1:pos:R:3:lowdin_charge:R:1
C 0.898 0.613 -1.862 -0.28
N 0.943 -0.332 -2.966 0.02
C 0.246 -0.033 -0.653 -0.14
N -0.127 1.021 0.370 0.19
H 0.288 1.478 -2.155 0.12
H 1.884 0.988 -1.568 0.12
H 1.788 -0.223 -3.514 0.09
H 0.931 -1.293 -2.649 0.07
H 0.906 -0.727 -0.147 0.14
H -0.678 -0.543 -0.908 0.14
H -0.505 0.576 1.221 0.10
H 0.673 1.592 0.655 0.18
H -0.844 1.657 0.015 0.18
C -1.273 -0.963 2.823 -0.04
H -1.385 0.126 2.740 0.01
H -1.715 -1.240 3.768 0.04
H -0.221 -1.240 2.817 0.03
H -1.808 -1.459 2.010 0.04
```

Its charge is +1. As for the multiplicity: 1. As for the energy above the lowest of the compared OMol25 structures with the same formula, charge and spin: 31.5 kcal/mol. The LUMO energy comes out at -3.6 eV. The gap between HOMO and LUMO is 9.83 eV. The energy comes out at -6295.251 eV.


# 5
This record from OMol25 describes a molecular structure, C4H6N2O at a distorted geometry. The level of theory is wB97M-V/def2-TZVPD.

The geometry in XYZ format:
```
13
Properties=species:S:1:pos:R:3:lowdin_charge:R:1
C 1.786 -0.401 -0.156 -0.09
C 0.229 -0.550 -0.021 -0.40
C -1.666 -1.368 -0.041 -0.26
C -0.644 0.424 -0.243 -0.38
H 2.367 -0.542 -1.277 0.11
H 2.465 -1.313 0.552 0.12
H 2.142 0.891 0.617 0.17
H -2.626 -2.077 0.235 0.19
H -0.966 2.471 -0.777 0.03
H -0.001 2.616 1.246 0.28
N -0.354 -1.790 0.027 0.13
N -0.787 1.797 -0.054 0.04
O -1.944 -0.159 -0.108 0.09
```

As for the multiplicity: 1. As for the energy above the lowest of the compared OMol25 structures with the same formula, charge and spin: 199.3 kcal/mol. The LUMO energy comes out at -1.0 eV. The gap between HOMO and LUMO is 7.61 eV. The energy comes out at -9264.861 eV.


# 6
This record from OMol25 describes a molecular structure, C8H11S4Tc. The level of theory is wB97M-V/def2-TZVPD.

The geometry in XYZ format:
```
24
Properties=species:S:1:pos:R:3:lowdin_spin:R:1
Tc -0.144 0.416 0.544 0.16
C -1.277 -0.545 -2.622 0.00
C -0.212 -0.677 -1.580 0.00
C -0.294 -1.648 -0.575 0.03
C 0.721 -1.780 0.404 0.00
C 1.818 -0.923 0.377 0.00
C 1.904 0.093 -0.597 -0.02
C 0.882 0.229 -1.540 0.00
H -2.248 -0.848 -2.236 0.00
H -1.031 -1.196 -3.464 0.00
H -1.345 0.475 -2.995 0.00
H -1.166 -2.287 -0.522 0.00
H 0.623 -2.520 1.186 0.00
H 2.566 -0.984 1.155 0.00
H 2.726 0.794 -0.584 0.00
H 0.919 1.040 -2.255 0.00
S -0.990 2.307 -0.053 0.03
S -2.799 2.823 0.839 0.14
S -3.103 1.442 2.287 0.24
S -1.843 -0.141 1.899 0.38
C 0.945 0.905 2.344 0.02
H 1.114 0.035 2.976 0.00
H 0.339 1.608 2.914 0.00
H 1.893 1.379 2.099 0.00
```

Its charge is +1. As for the multiplicity: 2. As for the energy above the lowest of the compared OMol25 structures with the same formula, charge and spin: 0.0 kcal/mol. The LUMO energy (alpha / beta) comes out at -5.1 / -5.5 eV. The gap between HOMO and LUMO (alpha / beta) is 6.24 / 6.57 eV. The energy comes out at -54007.990 eV.